{
  "formula": "C21H62O10",
  "method": "wB97M-V/def2-TZVPD",
  "species": ["C", "C", "O", "H", "H", "H", "H", "H", "H", "C", "C", "O", "H", "H", "H", "H", "H", "H", "C", "C", "O", "H", "H", "H", "H", "H", "H", "O", "H", "H", "O", "H", "H", "C", "C", "C", "O", "H", "H", "H", "H", "H", "H", "H", "H", "C", "C", "C", "O", "H", "H", "H", "H", "H", "H", "H", "H", "C", "C", "C", "O", "H", "H", "H", "H", "H", "H", "H", "H", "C", "C", "C", "O", "H", "H", "H", "H", "H", "H", "H", "H", "C", "C", "C", "O", "H", "H", "H", "H", "H", "H", "H", "H"],
  "coordinates": [[-0.309, -0.718, -0.842], [-0.657, 0.725, -0.537], [0.198, 1.578, -1.290], [0.718, -0.927, -0.544], [-0.478, -0.949, -1.893], [-0.919, -1.404, -0.247], [-0.463, 0.911, 0.533], [-1.719, 0.947, -0.684], [-0.001, 2.502, -1.072], [-1.737, -0.646, 3.713], [-2.250, -2.073, 3.657], [-3.177, -2.274, 2.594], [-1.343, -0.345, 2.734], [-0.939, -0.517, 4.442], [-2.553, 0.050, 3.921], [-2.779, -2.357, 4.564], [-1.416, -2.771, 3.510], [-2.955, -1.694, 1.859], [-0.343, -5.033, -0.431], [-1.005, -5.115, -1.794], [-2.410, -5.034, -1.521], [-0.605, -5.939, 0.112], [-0.714, -4.181, 0.142], [0.726, -4.850, -0.520], [-0.725, -6.027, -2.324], [-0.694, -4.243, -2.384], [-2.888, -5.047, -2.353], [0.106, 4.427, -1.153], [0.915, 4.753, -1.559], [0.151, 4.730, -0.236], [-0.695, 3.036, -3.787], [-0.713, 3.478, -2.932], [-0.435, 2.136, -3.568], [-3.766, 3.468, -0.883], [-5.070, 2.707, -1.011], [-4.888, 1.278, -1.478], [-5.668, 2.733, 0.304], [-3.968, 4.537, -0.841], [-3.129, 3.254, -1.748], [-3.172, 3.171, -0.018], [-5.732, 3.235, -1.703], [-4.163, 0.723, -0.885], [-4.622, 1.253, -2.539], [-5.848, 0.752, -1.440], [-6.561, 2.380, 0.258], [-0.969, 3.292, 3.199], [-0.679, 4.029, 1.901], [-1.697, 5.092, 1.573], [0.611, 4.650, 1.960], [-0.185, 2.530, 3.299], [-1.914, 2.747, 3.180], [-0.970, 3.937, 4.076], [-0.681, 3.294, 1.083], [-1.574, 5.939, 2.254], [-2.705, 4.715, 1.745], [-1.654, 5.460, 0.548], [1.204, 4.108, 2.490], [1.907, -0.961, 3.109], [2.971, -1.813, 3.775], [2.674, -2.032, 5.243], [3.062, -3.110, 3.173], [2.171, -0.566, 2.127], [1.676, -0.111, 3.760], [0.964, -1.508, 3.017], [3.940, -1.309, 3.661], [2.694, -1.080, 5.778], [3.489, -2.595, 5.707], [1.744, -2.575, 5.393], [3.158, -3.014, 2.222], [1.736, -3.833, -4.699], [1.777, -2.633, -3.783], [2.256, -2.991, -2.383], [2.612, -1.651, -4.394], [2.674, -4.384, -4.652], [1.524, -3.528, -5.725], [0.919, -4.509, -4.428], [0.768, -2.201, -3.688], [2.507, -2.059, -1.867], [3.150, -3.612, -2.382], [1.400, -3.397, -1.846], [2.574, -0.882, -3.806], [3.632, 0.627, -0.282], [3.510, 1.104, -1.737], [4.773, 0.882, -2.544], [2.462, 0.414, -2.391], [4.666, 0.464, 0.038], [3.123, -0.315, -0.085], [3.213, 1.393, 0.377], [3.299, 2.180, -1.733], [4.887, -0.183, -2.776], [5.666, 1.175, -1.995], [4.720, 1.408, -3.497], [1.611, 0.787, -2.118]],
  "total_charge": 0,
  "e_above_lowest_kj_mol": 60.3,
  "smiles": "CC(C)O.CC(C)O.CC(C)O.CC(C)O.CC(C)O.CCO.CCO.CCO.O.O",
  "multiplicity": 1,
  "homo_ev": -9.59
}


{
  "formula": "C21H64N4O9",
  "method": "wB97M-V/def2-TZVPD",
  "species": ["C", "O", "H", "H", "H", "H", "C", "O", "H", "H", "H", "H", "C", "O", "H", "H", "H", "H", "C", "O", "H", "H", "H", "H", "C", "O", "H", "H", "H", "H", "C", "C", "C", "O", "C", "N", "H", "H", "H", "H", "H", "H", "H", "H", "H", "H", "H", "C", "C", "C", "O", "C", "N", "H", "H", "H", "H", "H", "H", "H", "H", "H", "H", "H", "C", "C", "C", "O", "C", "N", "H", "H", "H", "H", "H", "H", "H", "H", "H", "H", "H", "C", "C", "C", "O", "C", "N", "H", "H", "H", "H", "H", "H", "H", "H", "H", "H", "H"],
  "coordinates": [[-19.102, -16.358, -19.446], [-20.291, -16.230, -18.679], [-18.364, -15.795, -18.863], [-18.550, -17.301, -19.450], [-19.287, -15.931, -20.429], [-20.102, -15.980, -17.767], [-23.482, -15.156, -13.170], [-23.461, -13.995, -12.397], [-22.517, -15.442, -13.601], [-23.780, -16.041, -12.606], [-24.186, -15.022, -13.996], [-22.924, -13.365, -12.912], [-16.072, -14.678, -12.032], [-17.467, -14.896, -12.397], [-15.653, -14.071, -12.836], [-16.165, -14.042, -11.151], [-15.583, -15.635, -11.874], [-17.794, -14.050, -12.725], [-16.170, -14.591, -16.723], [-16.204, -13.255, -17.088], [-16.485, -15.158, -17.601], [-15.124, -14.870, -16.557], [-16.721, -14.795, -15.807], [-15.986, -13.130, -18.013], [-20.019, -15.359, -15.427], [-18.971, -15.978, -16.211], [-19.670, -15.128, -14.420], [-20.386, -14.487, -15.971], [-20.931, -15.955, -15.336], [-18.765, -16.772, -15.691], [-21.794, -9.505, -21.082], [-21.502, -10.205, -19.719], [-20.455, -11.269, -20.009], [-20.401, -11.972, -18.781], [-19.244, -12.814, -18.691], [-21.013, -9.213, -18.769], [-20.950, -8.885, -21.383], [-22.675, -8.863, -21.049], [-21.928, -10.267, -21.851], [-22.398, -10.675, -19.309], [-19.477, -10.826, -20.206], [-20.820, -11.924, -20.801], [-19.484, -13.763, -18.208], [-18.534, -12.318, -18.028], [-18.824, -13.128, -19.647], [-21.816, -8.832, -18.283], [-20.605, -9.805, -18.049], [-18.486, -10.772, -13.150], [-17.497, -11.254, -14.270], [-16.087, -11.184, -13.690], [-15.617, -9.866, -13.587], [-14.248, -9.861, -13.193], [-17.836, -12.600, -14.596], [-18.749, -11.560, -12.447], [-19.333, -10.251, -13.600], [-18.017, -9.961, -12.589], [-17.550, -10.636, -15.171], [-15.389, -11.684, -14.369], [-16.147, -11.709, -12.732], [-13.657, -10.488, -13.868], [-14.089, -10.298, -12.204], [-13.725, -8.906, -13.216], [-17.334, -12.983, -15.386], [-18.810, -12.498, -14.854], [-17.602, -20.488, -18.066], [-18.033, -19.274, -17.200], [-18.273, -19.559, -15.703], [-18.651, -18.337, -15.008], [-18.747, -18.570, -13.605], [-16.867, -18.371, -17.326], [-17.222, -20.244, -19.053], [-18.449, -21.178, -18.078], [-16.856, -21.051, -17.499], [-18.931, -18.894, -17.687], [-17.323, -19.842, -15.242], [-19.000, -20.330, -15.437], [-17.963, -19.201, -13.184], [-19.713, -19.024, -13.376], [-18.687, -17.603, -13.105], [-17.106, -17.629, -16.674], [-16.007, -18.747, -16.947], [-22.437, -11.933, -16.151], [-22.088, -11.313, -14.729], [-23.251, -10.536, -14.144], [-22.806, -9.675, -13.090], [-23.324, -8.363, -13.110], [-21.709, -12.346, -13.769], [-21.622, -12.355, -16.745], [-22.892, -11.220, -16.838], [-22.967, -12.871, -15.970], [-21.280, -10.598, -14.911], [-24.055, -11.204, -13.832], [-23.587, -9.995, -15.033], [-24.386, -8.320, -13.352], [-22.735, -7.736, -13.784], [-23.138, -7.934, -12.125], [-20.834, -12.812, -13.975], [-21.553, -11.725, -12.979]],
  "total_charge": 0,
  "e_above_lowest_kj_mol": 202.6,
  "smiles": "COC[C@H](C)N.COC[C@H](C)N.COC[C@H](C)N.COC[C@H](C)N.CO.CO.CO.CO.CO",
  "multiplicity": 1,
  "homo_ev": -9.42
}